Entry 1:
# C14H22MoNO6

C14H22MoNO6 as an isolated structure (ωB97M-V with the def2-TZVPD basis set, OMol25).

The geometry in XYZ format:
```
44
Properties=species:S:1:pos:R:3:forces:R:3
H 0.130 -2.947 4.596 0.0 0.0 0.0
N -0.827 -1.358 1.800 0.0 -0.1 0.3
H 2.047 -1.228 -2.868 -0.1 0.0 0.0
C -2.116 -1.715 1.739 0.0 0.0 0.0
H 4.387 -0.192 -2.276 0.0 0.0 0.0
O -0.778 1.309 1.367 0.1 0.1 0.2
C 4.128 -0.556 -1.283 -0.1 0.0 -0.1
H 3.028 1.329 -1.084 -0.1 0.1 0.0
C 2.076 -1.587 -1.840 0.0 0.0 -0.2
C -2.679 -2.508 2.727 0.0 0.0 0.0
C -1.163 2.571 0.708 -0.1 0.0 0.0
H -2.310 -3.589 4.549 0.0 0.0 0.0
H 1.291 -2.312 -1.658 0.0 0.0 0.1
H 1.143 2.719 -1.500 0.0 0.0 0.0
C -1.889 -2.957 3.776 0.0 0.0 0.0
C 1.360 -1.372 2.694 -0.1 -0.1 0.0
C -0.517 1.542 2.815 -0.1 0.1 0.0
H -1.334 2.151 3.191 0.0 0.0 0.0
C -0.538 -2.603 3.816 0.0 0.0 0.1
H -2.697 -1.375 0.890 0.0 0.0 0.0
C 3.461 -1.927 -1.380 0.0 0.0 0.0
H 3.951 -2.567 -2.115 0.0 0.0 0.0
O -0.586 -1.375 -0.661 0.1 0.2 0.2
O -0.417 1.325 -1.150 0.2 0.3 0.3
H 3.451 -2.451 -0.424 0.0 0.0 0.0
H -0.519 0.586 3.319 0.0 0.0 0.0
H 0.438 2.053 2.916 0.0 0.0 0.0
H -3.725 -2.776 2.655 0.0 0.0 0.0
H 5.032 -0.564 -0.677 0.0 0.0 0.0
H -1.995 3.004 1.262 0.0 0.0 0.0
O 1.464 -0.586 1.496 -0.1 -0.1 -0.1
C 0.475 2.079 -2.070 -0.1 -0.2 -0.2
H -2.419 1.481 -0.666 0.0 0.0 0.0
O 1.733 -0.323 -1.002 0.4 0.0 0.2
H -1.723 2.959 -1.352 0.0 0.0 0.0
H -0.306 3.246 0.735 0.0 0.0 0.0
Mo 0.157 -0.224 0.235 -0.4 -0.1 -0.4
H 1.005 1.342 -2.662 0.1 0.0 0.0
H -0.167 2.664 -2.721 0.0 0.0 0.0
O 2.281 -1.565 3.381 0.0 0.0 0.0
C -1.547 2.135 -0.665 0.0 -0.2 -0.1
H 3.130 0.372 0.431 0.0 0.0 0.0
C 3.071 0.334 -0.653 0.2 0.0 -0.1
C -0.057 -1.805 2.808 0.0 0.0 -0.1
```
Positions in Å, forces in eV/Å.

Total charge   +3
Energy relative to the best compared isomer or geometry (same formula, charge and spin)   31.8 kJ/mol
LUMO energy   -13.061 eV


Entry 2:
# C3H11FeO8PPd

C3H11FeO8PPd as an isolated structure (ωB97M-V with the def2-TZVPD basis set, OMol25).

The geometry in XYZ format:
```
25
Properties=species:S:1:pos:R:3:forces:R:3
H 31.514 2.972 -3.842 0.1 -1.0 -0.3
C 30.198 2.785 -5.662 1.2 1.0 0.3
H 32.811 1.048 -2.206 0.6 0.4 -0.5
H 31.468 0.355 -1.379 -0.4 -0.4 0.4
H 31.975 -1.682 -1.608 -0.1 -1.3 0.3
Fe 34.016 2.699 -0.325 1.5 -1.4 -1.5
H 29.762 3.431 -6.424 0.1 0.5 0.3
H 30.988 1.084 -6.076 0.2 -0.1 -0.2
O 35.625 3.414 -1.624 -2.7 4.0 -1.6
O 30.874 -0.140 -1.948 -0.8 1.9 -0.8
H 30.431 -1.709 -0.647 0.1 0.1 0.2
C 30.902 -1.491 -1.605 1.0 -0.8 0.3
H 30.397 -2.109 -2.348 0.1 0.4 -0.2
O 31.157 1.997 -6.317 0.3 -1.4 -0.5
H 29.351 2.205 -5.297 0.3 0.0 0.7
Pd 35.041 2.369 -3.326 -0.6 -0.4 -1.0
H 31.943 3.991 -5.204 -0.1 0.3 -0.3
O 37.655 3.502 -0.855 2.3 0.3 0.5
C 31.101 3.575 -4.651 -2.1 -0.2 0.1
O 33.589 1.608 -2.018 -0.8 0.7 1.2
O 36.729 1.543 -2.497 1.6 -0.6 0.8
O 35.794 1.831 -0.085 1.0 -1.4 1.7
P 36.678 2.382 -1.207 -3.0 -1.5 0.0
O 30.298 4.536 -3.977 0.5 0.4 -0.2
H 30.930 5.015 -3.437 -0.4 0.5 0.2
```
Positions in Å, forces in eV/Å.

Total charge   +1
Spin multiplicity   8
LUMO energy (alpha / beta)   -5.918 / -7.868 eV


Entry 3:
# C22H43N3O3S

C22H43N3O3S in the gas phase (ωB97M-V with the def2-TZVPD basis set, OMol25).

The geometry in XYZ format:
```
72
Properties=species:S:1:pos:R:3:forces:R:3
H -1.856 1.904 1.936 0.0 0.1 0.2
H -1.377 -3.733 -0.228 0.0 -0.1 -0.1
C 5.007 -1.027 1.202 -0.1 0.0 -0.1
C 0.152 2.598 1.527 -0.2 0.0 0.1
O -0.229 0.289 -0.235 -0.1 -0.2 0.3
H -1.517 4.378 -0.625 -0.1 -0.1 0.0
H 4.879 -1.648 2.093 0.1 0.0 0.0
O -1.835 0.838 -1.995 -0.2 0.2 -0.2
H -7.190 -0.550 -0.668 -0.1 0.0 0.0
C -1.361 2.651 1.312 0.2 -0.2 0.6
H 0.620 2.354 -1.410 0.1 0.1 -0.1
C 3.872 0.395 -1.475 0.0 0.1 0.1
H 0.775 4.106 -1.560 0.0 -0.1 0.0
H -2.982 -0.554 2.191 0.0 0.1 -0.1
H -4.699 -0.365 -2.450 0.0 0.1 -0.1
C -3.998 0.522 0.080 -0.7 0.0 -0.2
H -4.295 1.003 1.023 0.1 0.0 -0.1
H 0.390 2.989 2.518 0.0 0.0 0.0
C -2.306 -0.802 1.365 0.2 -0.6 0.2
S -1.513 0.825 -0.605 -0.6 0.2 0.2
H 4.555 -3.739 -0.803 -0.1 0.0 0.1
N -2.665 -0.021 0.202 0.9 0.6 -0.3
H -6.418 0.967 -1.128 0.0 0.1 -0.1
C 0.352 3.306 -0.950 -0.2 0.2 0.0
H -6.690 0.596 0.576 -0.1 0.1 0.1
H -5.094 -1.295 0.432 0.0 0.0 0.0
O 3.331 3.623 0.717 0.4 0.3 0.1
C -4.702 -1.128 -1.676 0.0 0.0 0.3
C 2.388 2.908 0.446 -0.6 0.4 0.1
H -1.755 3.637 1.580 -0.1 -0.1 0.0
C -2.331 -2.316 1.098 0.2 0.1 0.1
C -1.299 -2.681 0.037 -0.3 0.1 0.1
C 5.386 -1.945 0.035 0.0 -0.1 0.2
N 2.492 1.617 0.092 0.0 -0.5 -0.2
H 4.541 -2.057 -2.601 0.0 0.0 -0.1
H -1.287 -0.525 1.645 -0.1 -0.1 0.2
H 2.122 -0.858 -1.174 -0.1 0.0 0.0
H -1.090 -2.800 2.800 0.2 0.0 0.1
H -2.077 -4.142 2.223 0.0 -0.1 0.0
C -5.058 -0.509 -0.329 0.1 0.2 -0.1
H -3.708 -1.564 -1.639 0.1 -0.1 -0.1
C -2.064 -3.070 2.399 -0.2 0.1 -0.2
H -1.560 3.189 -1.951 0.0 0.3 0.0
H -3.931 1.291 -0.691 -0.3 0.1 0.1
C 2.977 -0.795 -1.848 0.3 0.0 -0.2
H 3.543 0.294 2.002 -0.1 0.0 0.0
C -1.170 3.394 -0.954 0.3 0.2 -0.6
H -5.419 -1.900 -1.945 -0.1 -0.1 -0.1
C 0.933 3.402 0.472 0.2 -0.1 0.0
H 6.120 -2.658 0.420 0.0 0.1 -0.1
H 3.400 -2.807 0.127 -0.1 -0.1 0.1
H 1.654 1.087 -0.112 0.0 0.2 0.1
H 2.881 -0.870 0.867 -0.1 0.0 0.1
N -1.747 2.404 -0.062 -0.1 -0.9 -0.5
C 3.738 0.883 -0.026 0.1 0.1 0.1
H 0.946 4.456 0.770 0.1 -0.1 0.0
H -3.324 -2.590 0.730 0.0 0.0 0.0
H 2.567 -0.617 -2.845 -0.1 0.0 0.1
H -2.821 -2.836 3.146 -0.1 0.0 0.1
C 4.218 -2.721 -0.588 0.2 0.0 -0.2
H -0.295 -2.486 0.406 0.2 0.0 0.0
H 0.460 1.554 1.499 0.0 0.1 0.1
H 5.842 -0.350 1.397 0.0 0.0 0.1
H -1.445 -2.077 -0.855 0.0 -0.1 -0.2
H 4.913 0.156 -1.686 0.1 0.0 -0.1
H 4.538 1.602 0.185 -0.1 -0.1 0.0
C -6.425 0.170 -0.389 0.3 -0.2 0.2
H 3.003 -2.870 -2.335 0.1 0.0 -0.1
C 3.728 -0.208 1.048 0.4 0.2 0.0
H 5.894 -1.375 -0.742 0.1 0.0 0.0
C 3.700 -2.143 -1.907 -0.3 -0.1 0.2
H 3.615 1.249 -2.107 0.1 0.0 0.0
```
Positions in Å, forces in eV/Å.

SMILES string   CC(C)CN(CC(C)C)S(=O)(=O)N1CCC(C(=O)NC2CCCCCCC2)CC1
Total charge   0
Energy relative to the best compared isomer or geometry (same formula, charge and spin)   3.3 kJ/mol
LUMO energy   0.646 eV


Entry 4:
# C2HBiFO

C2HBiFO as an isolated structure (ωB97M-V with the def2-TZVPD basis set, OMol25).

The geometry in XYZ format:
```
6
Properties=species:S:1:pos:R:3:forces:R:3
C -0.031 0.790 -0.693 -3.4 3.8 0.5
C 0.467 0.070 0.336 2.0 1.9 2.0
O -1.226 0.221 -1.173 -0.9 -0.9 -2.2
H -1.123 1.550 -0.826 3.2 0.8 0.1
Bi -0.784 -1.504 -0.247 0.2 -3.6 1.5
F 1.283 0.715 1.255 -1.1 -2.0 -1.8
```
Positions in Å, forces in eV/Å.

Total charge   +1
Energy relative to the best compared isomer or geometry (same formula, charge and spin)   112.7 kJ/mol
LUMO energy (alpha / beta)   -8.229 / -8.229 eV


Entry 5:
# C36H93Cl2F6O36PS11Tl

C36H93Cl2F6O36PS11Tl as an isolated structure (ωB97M-V with the def2-TZVPD basis set, OMol25).

The geometry in XYZ format:
```
186
Properties=species:S:1:pos:R:3:forces:R:3
H -26.826 -13.239 15.548 0.4 0.2 0.4
S -31.051 -10.169 11.627 0.0 -0.6 -0.4
H -28.871 -4.563 11.778 -0.2 -0.1 0.0
H -28.891 -14.081 10.753 -0.4 -0.7 -0.1
H -27.785 -15.861 16.496 -0.1 0.2 -0.1
H -30.852 -15.818 9.728 0.7 0.0 0.1
H -28.992 -8.339 16.842 -0.2 -0.5 0.2
H -22.631 -15.447 11.618 -0.2 0.2 0.1
H -30.077 -11.009 22.178 0.4 -0.3 0.1
H -31.041 -11.614 16.416 0.4 0.2 0.2
H -22.009 -12.297 15.592 0.3 0.2 -0.6
H -25.053 -8.864 13.290 -0.4 -0.1 0.0
F -25.750 -12.900 13.652 -0.4 -0.2 -0.1
O -27.606 -6.427 12.794 -0.2 -0.3 0.5
H -34.171 -10.960 11.364 0.3 0.2 -0.1
O -31.419 -13.439 18.913 1.5 2.9 0.3
H -21.278 -16.957 14.261 -0.4 0.2 -0.2
H -20.115 -14.499 7.845 0.1 -0.4 -0.3
S -29.176 -13.378 8.543 0.2 -1.2 1.3
O -24.263 -12.403 16.808 -2.6 -1.0 1.9
H -29.073 -4.181 10.063 -0.2 -0.4 -0.2
O -29.368 -11.874 18.662 -1.4 -0.8 0.2
C -21.501 -9.070 13.584 0.1 0.5 0.7
H -27.336 -18.168 15.200 -0.4 0.0 0.0
C -21.665 -8.888 12.104 0.7 0.0 -0.7
O -20.318 -14.157 11.083 -0.8 0.8 0.9
O -20.803 -14.068 13.583 -0.7 1.4 -3.4
P -26.399 -12.085 12.433 0.8 0.7 -1.6
C -25.277 -12.910 5.788 0.0 -0.3 1.6
O -29.875 -9.902 10.800 -1.2 0.1 0.6
H -30.400 -3.793 11.184 -0.1 -0.3 0.0
H -21.032 -9.590 11.562 -0.5 -0.5 -0.1
C -28.524 -16.171 17.235 0.8 -0.7 0.5
O -26.651 -18.369 13.267 1.2 2.7 -2.0
H -28.107 -9.838 16.278 -0.6 -0.4 0.9
H -25.310 -7.381 14.257 0.3 0.4 -0.4
C -31.608 -11.274 17.283 0.8 -1.2 1.5
H -27.776 -19.660 14.296 0.1 0.0 0.1
O -26.093 -14.579 7.785 0.3 2.4 0.5
O -30.652 -6.552 12.418 0.7 -0.2 -2.8
H -21.893 -9.970 14.059 -0.3 -0.1 -0.6
H -28.731 -10.998 20.963 0.0 -0.1 0.3
H -25.021 -18.855 15.553 -0.3 0.2 -0.1
H -23.260 -10.891 8.667 -0.4 0.0 0.1
C -25.466 -8.699 6.243 2.5 1.3 -3.8
Tl -27.696 -9.328 8.939 -0.2 -0.5 1.5
H -26.779 -11.407 15.589 0.2 -0.4 -0.1
H -29.835 -9.612 13.595 0.0 -0.2 0.2
H -25.651 -17.874 7.321 -0.4 0.1 -0.3
C -26.882 -12.334 16.153 -0.1 0.7 1.9
O -23.072 -8.979 11.739 -0.7 -0.1 -2.3
H -24.050 -9.258 5.586 1.8 -0.5 -0.9
H -33.104 -16.105 8.482 0.3 -0.1 0.0
O -32.259 -9.325 11.576 2.5 -1.6 0.2
S -30.877 -14.783 14.681 0.5 0.2 0.8
F -27.125 -11.043 13.405 -0.3 -0.5 0.5
C -25.564 -15.737 7.171 1.5 -1.3 0.2
C -29.498 -10.413 21.472 -1.1 0.1 -0.4
H -30.013 -9.621 19.531 -0.1 0.1 -0.1
C -32.059 -6.490 14.334 -0.1 0.2 0.0
H -22.738 -17.906 14.760 -0.1 0.4 -0.1
O -31.569 -6.174 9.977 3.1 -0.4 2.1
H -30.612 -15.990 17.685 -0.2 -0.2 -0.2
S -26.067 -16.786 13.197 -1.8 0.1 2.8
F -25.605 -12.992 11.377 0.2 -1.0 -0.3
O -30.960 -15.256 13.342 0.6 -0.6 -0.4
H -25.999 -20.320 15.768 0.0 0.2 0.6
H -30.533 -15.714 7.998 -0.4 0.2 -0.3
C -33.829 -11.977 11.168 -0.7 0.6 0.4
H -24.481 -15.716 7.287 0.2 0.3 -0.7
H -33.836 -12.079 10.083 0.9 -0.1 0.0
O -30.167 -13.535 14.938 -0.7 -1.3 0.0
O -27.423 -8.690 11.749 0.0 1.1 2.2
C -27.741 -15.923 13.387 1.9 0.0 -0.4
C -20.599 -13.769 9.701 1.1 0.2 0.1
C -28.032 -8.834 16.695 -0.3 -0.2 -1.0
H -21.658 -13.693 9.453 -0.1 -0.5 0.3
F -27.051 -11.305 11.177 -0.1 0.9 -0.9
C -32.545 -14.689 15.286 1.4 -0.2 0.4
H -29.796 -14.545 17.188 -0.4 0.2 -0.8
H -20.187 -12.801 9.416 0.2 0.3 0.8
C -29.595 -4.495 10.967 -0.2 -1.4 -0.1
S -27.207 -7.796 12.914 1.1 -1.8 -0.4
O -31.306 -11.136 20.059 -0.7 -2.1 -1.6
C -26.991 -18.932 14.504 1.5 -0.1 0.9
H -18.802 -14.893 8.965 -0.1 0.5 0.3
H -32.707 -7.347 14.152 0.1 0.1 -0.3
C -32.506 -12.257 11.933 -2.0 -1.4 -0.5
H -28.337 -15.481 9.598 -0.7 0.2 -0.1
H -21.902 -8.198 14.099 -0.1 0.0 0.2
H -28.429 -16.364 14.109 0.4 -0.5 -0.3
H -31.198 -6.823 14.914 0.3 -0.2 -0.4
H -24.747 -13.790 5.424 -0.2 0.0 -0.1
H -29.963 -11.427 13.358 0.0 0.1 0.2
C -30.544 -9.988 20.410 2.0 0.5 0.4
H -25.541 -17.144 8.877 0.2 0.4 0.1
H -32.946 -14.980 9.841 0.1 0.0 0.0
C -30.475 -10.465 13.370 -0.8 0.9 -1.7
C -19.883 -14.793 8.868 -0.7 -0.5 -0.5
H -27.435 -7.071 15.665 0.1 0.3 -0.1
H -32.561 -5.853 15.062 -0.3 0.3 -0.3
H -28.115 -15.885 12.364 -0.2 0.0 0.3
H -23.565 -14.199 12.628 0.0 -0.3 0.0
H -27.837 -12.264 16.674 -0.2 -0.2 0.0
H -31.212 -9.198 20.753 -0.3 -0.4 0.0
C -31.621 -5.712 13.074 0.0 -0.3 1.0
O -25.551 -16.598 11.878 -0.1 -0.3 0.2
H -33.097 -14.007 14.639 0.0 0.0 0.3
S -23.459 -9.075 10.121 0.5 -0.6 0.1
H -26.273 -8.369 15.663 0.1 -0.3 -0.4
O -29.263 -7.183 10.404 -0.7 0.6 0.2
H -27.357 -14.110 10.030 0.0 0.2 -0.4
O -31.407 -11.730 11.233 0.8 2.1 0.2
F -27.688 -13.079 12.308 0.3 0.2 1.3
H -24.720 -11.043 15.235 -0.2 -0.4 -0.1
H -20.439 -9.104 13.827 0.1 0.2 -0.2
H -21.300 -7.925 11.747 -0.1 0.3 0.4
C -27.336 -8.151 15.556 1.3 1.9 1.3
O -26.232 -12.139 8.223 1.7 -1.6 -0.4
O -28.996 -11.929 8.805 -1.1 -2.4 -0.2
H -32.316 -13.326 12.032 0.1 -0.1 -0.4
O -25.363 -9.614 7.003 0.3 -2.6 2.2
C -31.070 -15.248 8.825 -1.0 -1.1 0.9
H -26.304 -12.839 5.429 0.1 0.0 0.0
O -25.863 -13.304 18.563 0.4 2.2 -2.5
H -32.593 -11.724 17.162 -0.2 0.6 0.5
H -31.115 -4.814 13.430 0.1 0.2 -0.2
H -27.418 -8.814 17.596 -0.1 -0.1 -0.1
C -22.876 -14.402 11.808 1.5 1.8 0.6
Cl -21.272 -15.008 16.651 0.2 0.0 -0.1
H -32.923 -15.711 15.272 -0.1 0.2 0.1
O -25.664 -10.807 18.105 -0.7 -2.6 -1.2
C -32.603 -15.202 8.831 0.2 0.3 -0.8
H -25.136 -20.149 14.365 -0.2 0.4 -0.6
S -21.263 -13.533 12.272 -0.1 -0.6 0.6
O -28.871 -13.882 7.222 -0.5 0.6 0.8
S -30.313 -6.255 10.775 -2.3 2.1 0.4
H -20.300 -15.773 9.101 -0.1 -0.1 -0.3
C -22.463 -16.046 15.889 -0.9 -1.3 -0.2
H -32.298 -14.332 16.285 -1.1 0.1 0.3
C -25.418 -7.837 13.272 -0.9 -0.5 0.0
O -25.235 -16.400 14.367 -1.5 -1.3 -2.2
O -24.930 -9.021 10.055 1.5 0.5 0.3
O -30.232 -15.994 15.645 -1.5 2.0 -2.3
C -25.712 -19.541 15.063 -0.3 -1.5 0.8
H -23.202 -15.465 15.335 0.5 0.1 -0.4
O -26.430 -7.950 6.392 -2.5 1.4 1.0
C -21.919 -17.265 15.087 0.0 1.4 0.0
F -25.081 -11.093 12.393 -0.4 0.1 0.4
C -28.386 -14.422 9.850 0.9 1.8 -0.2
H -32.418 -5.411 12.394 -0.1 -0.3 0.1
H -23.265 -13.310 15.055 -0.2 0.0 -0.3
O -30.709 -13.896 9.012 1.9 2.8 -0.9
S -30.801 -12.096 18.806 -0.9 0.2 -1.0
Cl -20.866 -18.253 16.069 0.5 -0.6 0.7
O -27.868 -8.524 14.309 0.2 0.3 -3.2
H -24.922 -7.365 12.424 -0.2 0.4 0.3
H -28.507 -17.260 17.273 -0.2 -0.1 -0.2
O -21.343 -12.077 12.011 0.0 -2.4 0.7
H -31.438 -10.422 13.879 0.4 -0.2 0.5
H -21.896 -10.875 9.713 0.0 0.2 0.4
C -22.981 -10.777 9.714 0.3 0.7 -0.4
H -28.143 -15.863 18.209 -0.1 0.3 0.0
H -23.437 -11.533 10.353 -0.2 0.5 0.1
C -22.942 -12.269 15.029 1.1 -1.2 -1.2
H -25.918 -15.891 6.151 0.2 0.8 -0.2
H -32.890 -14.365 8.195 -0.3 -0.1 -0.1
H -34.724 -12.546 11.421 0.4 -0.6 0.7
O -23.891 -13.249 8.019 -2.4 0.2 0.1
H -24.672 -12.029 5.573 -0.2 0.0 0.1
C -23.890 -11.483 15.788 -0.5 1.4 1.4
C -25.971 -16.998 7.886 -0.6 0.1 1.1
S -25.701 -12.203 17.590 1.1 0.6 0.9
H -29.056 -9.595 22.041 0.0 0.2 -0.3
H -27.464 -14.931 13.744 -0.1 0.0 -0.3
H -27.044 -16.924 8.060 -0.2 -0.6 -0.3
H -23.194 -13.804 10.954 -0.2 -0.5 -0.2
O -22.677 -8.153 9.280 -1.4 -1.4 1.8
S -25.309 -13.120 7.648 0.0 -0.6 -1.6
C -29.888 -15.608 16.964 1.1 0.0 1.7
H -23.391 -10.684 16.337 -0.1 0.4 -0.3
H -22.884 -11.966 13.984 0.5 0.2 0.2
H -31.527 -10.209 17.497 -0.3 -0.1 -0.4
H -32.545 -11.958 12.980 -0.1 0.6 -0.1
O -24.554 -8.517 5.241 -2.1 0.0 1.9
H -23.079 -16.457 16.689 0.2 -0.1 0.3
```
Positions in Å, forces in eV/Å.

Total charge   +1
LUMO energy   -10.159 eV


Entry 6:
# C7H9N3O3

C7H9N3O3 in the gas phase (ωB97M-V with the def2-TZVPD basis set, OMol25).

The geometry in XYZ format:
```
22
Properties=species:S:1:pos:R:3:forces:R:3
H -0.834 -0.483 1.947 0.9 0.8 -0.7
C 1.069 -0.068 -0.394 0.6 0.5 -0.5
O -3.549 -0.530 1.542 -1.6 -0.5 1.5
N -2.120 1.473 -0.533 -1.7 1.2 0.1
C -0.732 0.438 1.308 -2.6 1.7 0.4
C -1.730 0.266 0.153 2.5 -4.6 -0.3
H -1.176 1.278 1.941 0.8 -1.0 -0.5
H 0.594 -1.056 -2.329 -0.5 0.9 1.1
C -2.829 -0.706 0.614 1.3 3.3 -1.4
C 0.171 -0.293 -1.591 -0.4 -2.5 -0.3
H 0.473 1.948 0.207 0.1 -2.1 1.3
C -1.105 -0.758 -0.983 1.8 7.9 1.8
H 1.268 0.844 1.435 2.1 0.6 1.8
C 0.564 0.873 0.692 -0.8 0.9 -2.4
N -1.753 -1.898 -1.009 -2.1 -5.7 -1.3
H -3.322 -2.506 -0.041 -2.2 -3.2 0.4
H 1.307 -1.034 -0.076 0.1 -1.7 1.4
O -2.887 1.261 -1.456 0.2 0.6 -0.4
H 2.036 0.243 -0.722 0.7 0.8 -0.4
H 0.060 0.616 -2.113 -0.5 1.3 -0.8
N -2.775 -1.762 -0.237 1.3 1.3 -0.3
O -1.781 2.574 -0.125 0.0 -0.7 -0.4
```
Positions in Å, forces in eV/Å.

Total charge   0
Spin multiplicity   3
Energy relative to the best compared isomer or geometry (same formula, charge and spin)   444.4 kJ/mol
LUMO energy (alpha / beta)   -0.065 / -2.578 eV


| no. | maximum force (eV Å⁻¹) | calculated total energy (eV) |
| --- | --- | --- |
| 1 | 0.6 | -30475.785 |
| 2 | 5.1 | -66813.298 |
| 3 | 1.1 | -44961.136 |
| 4 | 5.1 | -12679.317 |
| 5 | 4.7 | -287054.266 |
| 6 | 8.3 | -18009.934 |